Formula: C54H52N4O2Sb2ScSi
Source: the Open Molecules 2025 dataset
Level of theory: ωB97M-V/def2-TZVPD

Cartesian coordinates (Å):
1 Sc -1.18911 0.13546 1.34304
2 C 0.89695 -2.60277 -2.40406
3 C -0.07695 -1.95111 -3.35673
4 C -0.76352 -0.75314 -2.72590
5 Sb -2.09060 -1.29506 -1.10415
6 C -3.53749 -2.41356 -2.24640
7 C -3.78229 -2.16325 -3.58566
8 C -4.78684 -2.84713 -4.24790
9 C -5.56428 -3.77365 -3.57526
10 C -5.32944 -4.02051 -2.23348
11 C -4.32019 -3.34272 -1.57652
12 C -3.70412 2.59142 -1.18506
13 C -5.04674 2.89223 -1.77034
14 C -5.34011 4.17870 -2.14645
15 C -4.55456 5.24675 -1.75349
16 C -3.63865 5.08143 -0.63076
17 C -3.45945 3.65595 -0.09663
18 Sb -0.09647 -3.11119 -0.43676
19 C -0.48160 -3.22850 2.13626
20 C 0.76178 -3.41503 2.73980
21 C 1.08535 -2.83474 3.95390
22 C 0.19296 -1.96954 4.57504
23 C -1.04691 -1.75113 4.00197
24 C -1.37801 -2.38599 2.79468
25 C -0.73475 -5.05317 -1.13471
26 C -0.18286 -6.17426 -0.53747
27 C -0.47752 -7.44068 -1.01308
28 C -1.33925 -7.59416 -2.08707
29 C -1.88174 -6.47522 -2.69393
30 C -1.56788 -5.21023 -2.22679
31 H 1.73527 -1.94002 -2.18605
32 H 1.28404 -3.54578 -2.78796
33 H -0.81278 -2.68315 -3.70117
34 H 0.46979 -1.60167 -4.24098
35 H -1.33594 -0.19238 -3.46282
36 H -0.01752 -0.08652 -2.29014
37 H -3.18440 -1.43609 -4.11663
38 H -4.96279 -2.65618 -5.29466
39 H -6.34876 -4.30197 -4.09501
40 H -5.92942 -4.74202 -1.69990
41 H -4.11617 -3.55606 -0.53142
42 H -5.71151 2.07856 -2.01284
43 H -6.20476 4.36947 -2.76808
44 H -4.68025 6.22006 -2.19520
45 H -3.90045 5.76575 0.18063
46 H -4.09591 3.42256 0.76373
47 H 1.49781 -4.03323 2.23766
48 H 2.04472 -3.03666 4.40619
49 H 0.44959 -1.47440 5.50040
50 H -1.79368 -1.13754 4.50319
51 H -3.34665 -2.98468 2.41277
52 H 0.48771 -6.05704 0.30408
53 H -0.03012 -8.30963 -0.55139
54 H -1.57845 -8.58226 -2.45416
55 H -2.54604 -6.58715 -3.53857
56 H -1.99163 -4.34830 -2.72092
57 O 0.53653 -0.65010 0.90932
58 N 1.48437 -0.28456 1.74493
59 N 1.09293 0.46695 2.67642
60 O -0.14742 0.87091 2.81106
61 C 2.02086 0.94480 3.61361
62 C 3.12631 0.18017 3.96261
63 C 4.00530 0.66735 4.91222
64 C 3.79318 1.91038 5.49240
65 C 2.69053 2.66831 5.13266
66 C 1.79626 2.18641 4.19607
67 H 3.27307 -0.77976 3.49750
68 H 4.85765 0.07680 5.21124
69 H 4.48989 2.29497 6.22060
70 H 2.52002 3.63599 5.57922
71 H 0.93241 2.75965 3.90047
72 C 3.66062 3.94586 -0.51649
73 C 3.35367 2.59638 -0.47441
74 C 2.04254 2.19370 -0.30247
75 C 1.00544 3.11614 -0.17969
76 C 1.34110 4.46776 -0.18805
77 C 2.65162 4.87952 -0.35361
78 Si -0.81569 2.46420 -0.10240
79 C -1.99618 4.01705 0.24286
80 C -1.87093 4.51729 1.62946
81 C -1.51007 5.77215 1.93071
82 C -1.22832 6.74420 0.90063
83 C -1.45940 6.46590 -0.38680
84 C -2.06814 5.17733 -0.77566
85 C -1.30035 2.43464 -1.96348
86 C -0.34410 2.42700 -2.97477
87 C -0.71268 2.47639 -4.30549
88 C -2.05603 2.54368 -4.63031
89 C -3.01537 2.58263 -3.63230
90 C -2.65496 2.53810 -2.29104
91 H 4.67996 4.26505 -0.67140
92 H 4.13110 1.85516 -0.58762
93 H 1.82117 1.13511 -0.27474
94 H 0.57254 5.21344 -0.07295
95 H 2.88480 5.93516 -0.37164
96 H -2.03558 3.78567 2.41376
97 H -1.39348 6.08670 2.95782
98 H -0.79132 7.68333 1.20068
99 H -1.25409 7.18760 -1.16255
100 H -1.77474 4.88957 -1.78204
101 H 0.70445 2.39853 -2.71198
102 H 0.03911 2.46008 -5.08003
103 H -2.36543 2.56873 -5.66520
104 H -4.05249 2.65758 -3.92107
105 H -3.71307 1.60232 -0.69545
106 C -4.93877 0.63716 1.84889
107 N -4.44472 -0.71583 1.97249
108 C -5.48082 -1.73195 2.05079
109 C -3.14105 -0.92572 2.12304
110 N -2.72289 -2.18358 2.31665
111 H -5.66131 0.84925 2.63953
112 H -5.44013 0.77574 0.88746
113 H -4.10355 1.33890 1.93306
114 H -6.39302 -1.33342 1.61416
115 H -5.67953 -1.99615 3.09259
116 H -5.20051 -2.62489 1.49148

Cartesian forces, eV/Å:
Sc -2.83 0.84 -0.77
C 0.26 0.00 0.19
C -0.21 -0.12 0.18
C -0.16 -0.05 0.00
Sb 0.08 -0.14 -1.27
C 0.08 0.31 0.67
C 0.35 0.29 -0.02
C -0.05 -0.07 -0.13
C -0.02 -0.02 -0.03
C -0.08 -0.10 0.06
C 0.08 -0.03 0.37
C -0.17 0.05 0.04
C -0.26 -0.41 0.21
C -0.20 0.29 0.01
C -0.28 0.01 -0.33
C 0.59 0.18 0.03
C -0.03 -0.03 0.22
Sb -0.02 -1.23 -0.28
C 0.26 0.62 -0.19
C -0.16 -0.37 -0.27
C -0.06 0.08 0.08
C -0.06 0.04 -0.01
C -0.13 -0.35 -0.03
C 0.07 -0.30 0.16
C 0.08 0.66 0.26
C 0.12 -0.03 0.27
C 0.05 -0.16 0.02
C 0.03 -0.07 0.02
C -0.05 -0.07 -0.14
C -0.24 0.09 -0.25
H -0.02 0.00 0.09
H -0.02 -0.09 0.16
H 0.02 0.03 -0.08
H 0.00 -0.06 -0.01
H -0.03 0.20 0.10
H -0.12 0.09 -0.03
H 0.01 0.08 -0.12
H -0.01 0.05 -0.13
H -0.07 -0.04 -0.05
H -0.05 -0.09 0.04
H -0.07 -0.06 -0.02
H -0.13 -0.10 -0.14
H -0.07 -0.03 -0.11
H -0.14 0.22 -0.06
H -0.10 -0.04 0.06
H 0.02 -0.06 0.00
H 0.07 0.03 0.03
H 0.12 -0.01 0.05
H 0.04 -0.02 0.07
H 0.15 -0.05 -0.11
H 0.11 0.26 -0.09
H 0.04 -0.08 0.10
H 0.01 -0.03 0.05
H 0.00 -0.04 -0.01
H -0.05 0.01 -0.07
H -0.05 -0.01 -0.05
O 1.27 0.24 0.71
N 0.36 0.01 0.01
N 0.20 -0.40 -0.73
O 0.56 0.19 0.38
C 1.07 0.55 1.18
C -0.15 -0.05 -0.11
C 0.03 0.09 0.02
C -0.01 0.00 -0.04
C 0.01 -0.06 -0.03
C -0.25 -0.13 -0.23
H 0.06 -0.15 -0.02
H 0.07 -0.07 -0.04
H 0.07 -0.02 0.10
H 0.01 0.06 0.02
H -0.07 0.09 -0.01
C 0.09 -0.04 0.04
C 0.20 -0.03 -0.08
C -0.13 -0.09 0.04
C -0.66 -0.58 0.39
C -0.18 -0.02 0.02
C 0.08 0.09 -0.06
Si -0.11 1.34 -0.83
C 0.76 -1.19 0.13
C 0.21 0.22 0.23
C -0.16 -0.56 0.39
C 0.08 0.28 -0.64
C 0.04 0.39 0.38
C -0.49 0.10 -0.21
C 0.33 -0.34 0.75
C -0.05 0.11 0.10
C 0.02 0.02 -0.10
C 0.01 -0.10 -0.14
C -0.05 -0.06 -0.17
C 0.15 -0.17 -0.05
H 0.11 0.04 0.02
H 0.11 -0.05 -0.01
H 0.02 -0.10 -0.11
H -0.08 0.10 0.01
H 0.01 0.07 0.01
H -0.03 0.02 0.20
H -0.03 -0.09 0.14
H 0.00 0.20 -0.04
H 0.12 0.14 -0.07
H 0.07 -0.08 -0.03
H 0.11 -0.03 0.00
H 0.08 0.03 -0.10
H -0.02 0.04 -0.09
H -0.06 0.03 0.02
H 0.01 0.11 -0.06
C -0.01 0.49 -0.18
N 0.58 0.08 0.14
C 0.09 -0.22 0.14
C -0.85 -0.32 -0.16
N -0.17 -0.15 0.10
H 0.07 0.01 0.04
H 0.06 0.06 0.01
H -0.19 -0.08 -0.05
H 0.01 -0.04 -0.02
H -0.03 -0.08 -0.03
H -0.03 -0.01 -0.01

Properties
net charge = +1
frontier orbital gap (alpha / beta) = 0.225 / 0.184 Eh
relative energy (zero: lowest compared OMol25 entry of this formula, charge and spin) = 6.012 eV
HOMO (alpha / beta) = -9.319 / -8.655 eV
electronic energy = -108537.982 eV
maximum force = 3.050 eV Å⁻¹

***

Formula: C54H54ClN4O2P2Ti
Source: the Open Molecules 2025 dataset
Level of theory: ωB97M-V/def2-TZVPD

Cartesian coordinates (Å):
1 Ti -1.75177 0.32431 -0.49451
2 C -3.55336 0.33017 -3.49233
3 C -4.54592 0.61113 -2.35020
4 C -4.25782 1.93351 -1.64215
5 N -3.22962 1.79241 -0.61010
6 C -2.94387 2.82090 0.17560
7 C -3.46810 4.12348 -0.06570
8 C -3.38885 5.27849 0.66384
9 C -2.78405 5.53132 1.90375
10 C -2.09227 4.62958 2.66366
11 C -1.78273 3.28776 2.39702
12 C -2.05864 2.48165 1.31019
13 N -1.59706 1.19641 1.26141
14 C -1.56485 0.39775 2.48863
15 C -2.98515 0.14866 2.99686
16 C -3.92332 -0.07192 1.80487
17 N -3.25733 -0.74234 0.69977
18 C -3.30051 -2.04635 0.56142
19 C -3.90411 -2.91315 1.51237
20 C -3.97482 -4.28091 1.56898
21 C -3.50056 -5.24583 0.67488
22 C -2.87776 -4.99615 -0.52055
23 C -2.55411 -3.78404 -1.13936
24 C -2.70163 -2.46692 -0.72448
25 N -2.27189 -1.40131 -1.42107
26 C -1.94821 -1.50970 -2.83419
27 C -3.15392 -1.13356 -3.69903
28 H -3.95739 0.74488 -4.41831
29 H -2.63684 0.89625 -3.30496
30 H -5.56092 0.64577 -2.74982
31 H -4.53229 -0.18907 -1.60812
32 H -3.95999 2.68169 -2.38979
33 H -5.16840 2.30995 -1.16344
34 H -4.03248 4.21438 -0.98295
35 H -3.88672 6.13032 0.21341
36 H -2.88311 6.53610 2.29322
37 H -1.70206 4.99973 3.60564
38 H -1.18226 2.81165 3.16178
39 H -1.08131 -0.54448 2.24462
40 H -0.92514 0.83576 3.25611
41 H -2.96991 -0.71796 3.66186
42 H -3.35322 0.99502 3.58087
43 H -4.83444 -0.59144 2.10746
44 H -4.24497 0.89732 1.42376
45 H -4.34653 -2.41025 2.36042
46 H -4.47241 -4.67110 2.45035
47 H -3.65681 -6.28131 0.94673
48 H -2.58897 -5.87213 -1.09116
49 H -2.08557 -3.91612 -2.10448
50 H -1.13141 -0.81348 -3.04119
51 H -1.57503 -2.49822 -3.10897
52 H -2.89166 -1.30335 -4.74624
53 H -3.98837 -1.80368 -3.47155
54 O 1.13258 -0.61300 2.45723
55 P 2.28854 0.23643 2.08173
56 C 2.43571 0.41847 0.27147
57 P 1.55543 -0.89066 -0.61356
58 O 0.08687 -0.53799 -0.75694
59 C 1.76399 -2.48206 0.18384
60 C 3.00265 -3.11674 0.13109
61 C 3.17086 -4.34777 0.74531
62 C 2.09983 -4.95070 1.39028
63 C 0.86012 -4.32489 1.42939
64 C 0.69250 -3.08717 0.83228
65 C 2.33943 -1.10525 -2.21517
66 C 1.68636 -1.96564 -3.10057
67 C 2.25926 -2.28129 -4.31788
68 C 3.50319 -1.75854 -4.65444
69 C 4.16497 -0.92064 -3.77324
70 C 3.58207 -0.58701 -2.55758
71 C 3.85064 -0.49054 2.59248
72 C 5.07167 0.14815 2.38126
73 C 6.24925 -0.47280 2.76007
74 C 6.20813 -1.72940 3.35521
75 C 4.99438 -2.36362 3.57100
76 C 3.81118 -1.74636 3.18799
77 C 2.22226 1.90056 2.77457
78 C 2.37879 1.99349 4.15981
79 C 2.24095 3.21402 4.79835
80 C 1.94858 4.35446 4.05965
81 C 1.79139 4.27111 2.68520
82 C 1.92602 3.04682 2.04391
83 H 3.48674 0.46236 -0.01105
84 H 1.95306 1.32626 -0.08963
85 H 3.83474 -2.65838 -0.39078
86 H 4.13424 -4.83865 0.71214
87 H 2.22999 -5.91739 1.85908
88 H 0.02426 -4.79743 1.92794
89 H -0.26364 -2.58370 0.87749
90 H 0.73139 -2.39552 -2.82545
91 H 1.74495 -2.94420 -5.00098
92 H 3.95633 -2.00741 -5.60459
93 H 5.12972 -0.50970 -4.03465
94 H 4.11215 0.08354 -1.89432
95 H 5.10406 1.13731 1.93623
96 H 7.19803 0.02107 2.59992
97 H 7.12946 -2.21158 3.65389
98 H 4.96694 -3.34030 4.03546
99 H 2.85317 -2.23115 3.33308
100 H 2.60827 1.10532 4.73719
101 H 2.36638 3.27849 5.87078
102 H 1.84969 5.30994 4.55820
103 H 1.56434 5.15775 2.10803
104 H 1.78871 3.00398 0.97237
105 Cl 3.89097 2.03931 -5.48893
106 C 2.53409 1.96699 -4.40593
107 C 1.37739 1.31167 -4.79400
108 C 0.29435 1.26897 -3.93090
109 C 0.32737 1.87205 -2.67062
110 C -0.86211 1.92654 -1.76797
111 C 1.51051 2.53191 -2.32460
112 C 2.60908 2.58195 -3.16941
113 H 1.32354 0.84946 -5.77018
114 H -0.61204 0.78524 -4.27236
115 H -1.65394 2.47718 -2.28016
116 H -0.59656 2.55337 -0.90145
117 H 1.55219 3.07318 -1.38472
118 H 3.50506 3.11858 -2.88670

Cartesian forces, eV/Å:
Ti -0.03 -0.29 -0.36
C 0.01 0.03 0.02
C 0.01 0.00 0.01
C -0.02 -0.04 0.01
N 0.10 0.36 0.29
C 0.03 -0.09 -0.03
C -0.09 -0.03 0.01
C 0.01 0.01 0.01
C 0.00 0.01 0.00
C -0.02 -0.02 0.00
C 0.02 0.04 -0.04
C -0.17 -0.01 -0.02
N 0.14 0.11 -0.19
C 0.07 -0.03 0.00
C 0.00 0.01 0.00
C 0.01 0.00 0.04
N 0.08 -0.04 0.05
C -0.11 0.06 -0.12
C 0.06 -0.05 0.02
C 0.00 0.01 -0.01
C 0.00 0.01 -0.01
C -0.01 0.01 0.02
C -0.08 0.01 -0.18
C -0.01 -0.07 0.26
N -0.17 0.02 -0.19
C 0.09 0.00 -0.02
C 0.01 -0.01 0.01
H -0.04 -0.03 0.01
H -0.01 0.00 -0.02
H 0.00 0.01 0.00
H 0.00 0.01 -0.02
H 0.00 -0.01 0.01
H 0.01 -0.01 -0.01
H 0.00 0.01 0.01
H 0.00 0.00 0.00
H 0.00 0.00 0.01
H 0.00 0.00 -0.01
H 0.02 -0.01 0.01
H -0.01 0.02 0.01
H 0.01 -0.01 -0.01
H 0.01 -0.01 -0.01
H 0.00 -0.01 0.01
H 0.01 0.02 0.00
H 0.00 -0.01 0.00
H 0.01 -0.01 0.00
H 0.00 0.01 0.00
H 0.00 -0.01 0.00
H 0.00 0.00 0.00
H -0.02 0.01 0.01
H 0.01 -0.01 0.00
H 0.01 0.03 0.00
H 0.02 0.00 0.01
H -0.01 0.00 -0.02
O -0.01 0.00 0.06
P 0.02 0.00 -0.02
C -0.05 -0.02 0.00
P 0.00 0.01 -0.21
O 0.20 0.13 0.64
C -0.03 0.00 -0.02
C -0.03 -0.02 0.03
C 0.01 0.01 -0.01
C 0.00 -0.01 0.00
C 0.01 0.00 -0.01
C 0.00 0.02 0.01
C -0.05 -0.05 0.03
C -0.02 -0.02 0.02
C 0.02 0.01 -0.02
C -0.02 0.00 0.02
C 0.00 0.00 0.00
C 0.04 0.04 -0.01
C 0.00 0.03 0.03
C 0.00 0.01 0.02
C 0.00 -0.01 0.00
C 0.00 0.00 0.00
C 0.00 0.00 -0.01
C 0.00 -0.01 -0.02
C 0.03 -0.01 0.00
C -0.01 0.01 -0.01
C 0.00 -0.01 0.00
C 0.00 0.00 0.01
C 0.01 0.00 -0.02
C -0.04 -0.01 0.02
H 0.01 -0.04 0.00
H 0.00 0.03 0.02
H 0.02 0.00 -0.01
H 0.00 0.00 0.00
H 0.00 0.00 0.01
H -0.01 -0.01 0.00
H -0.03 0.02 -0.01
H -0.01 0.00 0.01
H 0.00 0.00 -0.01
H 0.00 0.00 -0.01
H 0.01 0.01 -0.01
H 0.00 -0.01 -0.01
H 0.00 0.01 -0.01
H 0.01 0.00 0.00
H 0.01 0.00 0.00
H 0.00 -0.01 0.00
H 0.00 0.01 0.01
H 0.00 -0.01 0.00
H 0.00 0.00 0.01
H 0.00 0.00 0.00
H 0.00 0.01 -0.01
H 0.01 0.00 -0.03
Cl 0.00 0.00 0.00
C 0.00 0.00 -0.01
C 0.01 0.00 0.03
C -0.01 0.03 0.00
C 0.05 0.03 0.08
C -0.08 -0.06 -0.13
C 0.00 -0.05 0.01
C -0.02 0.02 -0.01
H 0.00 -0.01 -0.01
H -0.02 -0.01 0.00
H 0.01 -0.04 -0.03
H -0.01 0.00 0.00
H 0.00 0.02 0.00
H 0.01 0.00 0.01

Properties
net charge = +1
frontier orbital gap = 0.249 Eh
relative energy (zero: lowest compared OMol25 entry of this formula, charge and spin) = 0.635 eV
HOMO = -9.582 eV
electronic energy = -121143.966 eV
maximum force = 0.686 eV Å⁻¹

***

Which of these has the lowest maximum force? C54H54ClN4O2P2Ti

***

electronic energy of number 2 (C54H54ClN4O2P2Ti)? -121143.966 eV

***

What is the electronic energy in the first record? -108537.982 eV

***

Number 1 is which compound? C54H52N4O2Sb2ScSi